(1)
A cluster of 2 separate species, C26H49ClN3O4PS in total, computed with ωB97M-V with the def2-TZVPD basis set.

Computed properties:
structure (SMILES): CCN[C@@]1(Cl)OS(=O)(=O)[C@@H]([PH2]=N)[C@@H](CCCCN)[C@@H]1C[C@H](C)OCc1ccccc1.CCCCCC
gap between HOMO and LUMO: 9.406 eV
HOMO energy: -8.965 eV
electronic energy: -2684.6882 Ha

```
! wB97M-V def2-TZVPD RIJCOSX def2/J DEFGRID3
* xyz 0 1
C -1.90 4.09 4.62
C -0.95 4.40 3.33
N -0.84 3.11 2.59
C 0.39 3.06 1.73
Cl 0.65 4.75 1.02
O 1.46 2.65 2.65
S 2.97 2.80 1.95
O 3.90 1.85 2.71
O 3.60 4.18 2.13
C 2.87 2.32 0.17
P 4.44 1.27 -0.19
N 4.45 0.95 -1.76
C 1.51 1.61 -0.29
C 1.59 -0.01 -0.34
C 1.87 -0.69 1.10
C 0.62 -1.45 1.75
C 0.88 -1.49 3.35
N 0.81 -2.94 3.83
C 0.18 2.03 0.52
C -0.97 2.50 -0.53
C -2.09 1.35 -0.77
C -2.28 1.06 -2.35
O -3.30 1.76 -0.09
C -4.41 0.87 -0.38
C -5.55 1.02 0.76
C -5.88 2.36 1.46
C -6.99 2.41 2.57
C -7.77 1.16 3.04
C -7.45 -0.19 2.34
C -6.36 -0.24 1.21
H -1.56 3.15 5.19
H -2.05 5.01 5.27
H -2.94 3.84 4.18
H 0.03 4.79 3.77
H -1.53 5.22 2.75
H -1.68 2.88 2.05
H 3.01 3.28 -0.46
H 4.46 0.07 0.62
H 5.60 2.06 0.12
H 5.29 1.37 -2.20
H 1.34 1.93 -1.39
H 2.33 -0.40 -1.12
H 0.55 -0.35 -0.69
H 2.32 0.04 1.86
H 2.69 -1.49 0.92
H 0.66 -2.54 1.36
H -0.40 -1.03 1.47
H 1.95 -1.15 3.62
H 0.18 -0.80 3.93
H 1.80 -3.24 3.88
H 0.51 -2.86 4.82
H -0.23 1.06 0.99
H -0.55 2.94 -1.50
H -1.54 3.36 -0.02
H -1.77 0.34 -0.30
H -2.80 1.96 -2.82
H -1.22 0.92 -2.79
H -2.83 0.07 -2.47
H -3.99 -0.19 -0.40
H -4.87 1.17 -1.40
H -5.34 3.34 1.21
H -7.24 3.42 3.06
H -8.56 1.22 3.87
H -8.02 -1.13 2.68
H -6.17 -1.26 0.72
C 4.47 -2.95 -2.57
C 3.22 -2.72 -3.41
C 2.11 -3.73 -3.15
C 2.46 -5.19 -3.48
C 2.90 -5.44 -4.92
C 1.81 -5.13 -5.94
H 4.93 -3.92 -2.79
H 5.21 -2.18 -2.78
H 4.23 -2.92 -1.51
H 3.49 -2.71 -4.48
H 2.84 -1.72 -3.19
H 1.22 -3.44 -3.71
H 1.83 -3.68 -2.09
H 1.59 -5.81 -3.25
H 3.26 -5.53 -2.81
H 3.17 -6.50 -5.02
H 3.80 -4.87 -5.16
H 0.91 -5.73 -5.75
H 2.16 -5.36 -6.95
H 1.53 -4.07 -5.92
*
```

=====

(2)
A structure of composition C26H49ClN4Os, computed with ωB97M-V with the def2-TZVPD basis set.

Computed properties:
gap between HOMO and LUMO (alpha / beta): 1.366 / 4.698 eV
expectation value of S²: 6.02
HOMO energy (alpha / beta): 2.921 / -0.254 eV
electronic energy: -1789.6656 Ha

```
! wB97M-V def2-TZVPD RIJCOSX def2/J DEFGRID3
* xyz -2 5
Os -0.39 0.54 0.46
Cl -1.83 0.78 -1.35
C -0.62 2.88 3.34
C -1.28 1.71 1.55
N -0.65 2.87 1.94
H -1.65 1.54 4.80
N -1.89 1.20 2.65
H -0.06 3.61 3.95
C 0.23 3.67 1.03
C 0.00 5.11 1.43
C 1.71 3.31 1.12
H 0.39 5.30 2.43
H 0.50 5.76 0.70
H -1.08 5.29 1.38
H 0.44 4.09 -1.06
H -1.24 3.74 -0.58
H 1.97 2.35 0.63
C -0.19 3.47 -0.41
H 2.10 3.32 2.16
H 2.28 4.08 0.56
H -0.02 2.42 -0.77
C -1.41 1.87 3.77
C -1.69 -1.21 3.35
H -1.44 -0.95 4.39
H -2.27 -2.15 3.34
C -2.54 -0.16 2.64
H -2.88 -1.66 1.06
C -3.85 0.03 3.36
H -4.43 0.82 2.88
H -0.76 -1.44 2.81
H -1.62 -0.62 0.66
H -3.65 0.30 4.41
H -4.43 -0.90 3.33
C -2.66 -0.58 1.18
H -3.30 0.03 0.53
C 0.81 -1.74 -4.58
N 1.12 -1.06 -3.37
H -0.48 -3.47 -4.88
N -0.11 -2.72 -2.80
H 1.12 -1.42 -5.56
C 1.72 0.29 -3.26
C 3.02 0.26 -4.02
C 0.79 1.36 -3.81
H 2.79 0.05 -5.07
H 3.52 1.24 -3.92
H 3.67 -0.52 -3.58
H 2.14 1.64 -1.54
H 2.68 -0.10 -1.29
H -0.14 1.43 -3.23
C 1.94 0.56 -1.77
H 0.57 1.19 -4.87
H 1.31 2.33 -3.73
H 0.91 0.37 -1.27
C 0.01 -2.78 -4.20
C -2.50 -2.78 -2.00
H -2.94 -2.83 -3.01
H -3.15 -3.34 -1.32
C -1.10 -3.42 -1.94
H -1.40 -3.93 0.12
C -1.16 -4.85 -2.42
H -0.15 -5.27 -2.38
H -2.46 -1.74 -1.65
H -0.90 -2.25 -0.14
H -1.57 -4.88 -3.44
H -1.82 -5.42 -1.75
C -0.72 -3.30 -0.47
H 0.32 -3.59 -0.23
C 0.59 -1.70 -2.34
C 1.97 0.22 3.11
C 2.29 -0.27 1.71
C 3.44 -1.30 1.74
C 0.97 -0.81 1.08
H 1.43 -0.57 3.66
H 1.32 1.10 3.09
H 2.88 0.48 3.68
H 2.65 0.57 1.09
H 3.15 -2.19 2.31
H 3.73 -1.60 0.72
H 4.31 -0.85 2.22
H 1.10 -1.12 -0.04
H 0.60 -1.67 1.68
*
```

=====

(3)
A cluster of 5 separate species, C26H49F3NO16S in total, computed with ωB97M-V with the def2-TZVPD basis set.

Computed properties:
gap between HOMO and LUMO (alpha / beta): 8.960 / 9.878 eV
expectation value of S²: 0.75
HOMO energy (alpha / beta): -8.655 / -9.704 eV
electronic energy: -2976.4253 Ha

```
! wB97M-V def2-TZVPD RIJCOSX def2/J DEFGRID3
* xyz 0 2
C 3.49 -2.20 -0.38
C 2.21 -1.62 0.26
C 2.25 -2.01 1.77
C 1.03 -2.29 -0.48
C -0.31 -1.57 -0.50
O -0.91 -1.89 -1.75
S -1.39 -2.36 0.75
O -1.08 -1.96 2.10
O -1.44 -3.78 0.48
C -3.14 -1.80 0.41
F -3.63 -2.37 -0.68
F -3.84 -2.20 1.46
F -3.25 -0.47 0.30
C -0.25 -0.03 -0.36
C 0.96 0.57 0.39
C 0.71 0.69 1.90
C 1.12 2.02 -0.12
N 2.23 -0.15 0.07
O 2.76 0.22 -1.03
H 3.66 -3.21 -0.02
H 3.41 -2.24 -1.46
H 4.36 -1.60 -0.10
H 2.44 -1.13 2.39
H 1.34 -2.50 2.09
H 3.07 -2.71 1.94
H 1.30 -2.43 -1.53
H 0.92 -3.30 -0.07
H -1.66 -1.30 -1.90
H -1.14 0.31 0.18
H -0.31 0.40 -1.36
H 0.51 -0.26 2.39
H 1.59 1.16 2.35
H -0.12 1.38 2.05
H 2.11 2.38 0.17
H 1.02 2.09 -1.20
H 0.40 2.67 0.36
C 8.63 -4.35 -3.93
C 8.44 -3.85 -2.52
O 7.08 -3.99 -2.08
C 6.74 -5.21 -1.67
O 7.46 -6.17 -1.62
O 5.45 -5.18 -1.33
C 4.92 -6.44 -0.92
H 7.92 -3.87 -4.60
H 9.64 -4.14 -4.27
H 8.46 -5.43 -3.98
H 8.65 -2.78 -2.46
H 9.11 -4.35 -1.82
H 5.53 -6.89 -0.14
H 4.85 -7.12 -1.77
H 3.92 -6.24 -0.54
C -5.41 -4.87 1.97
C -5.60 -4.30 3.36
O -6.97 -4.37 3.79
C -7.36 -5.56 4.24
O -6.67 -6.54 4.35
O -8.65 -5.47 4.57
C -9.22 -6.70 5.04
H -6.10 -4.39 1.27
H -4.39 -4.71 1.63
H -5.62 -5.94 1.96
H -5.36 -3.23 3.37
H -4.95 -4.79 4.08
H -8.63 -7.12 5.85
H -9.29 -7.41 4.22
H -10.21 -6.45 5.40
C 0.52 6.06 -5.36
C 0.35 6.46 -3.91
O -0.98 6.19 -3.43
C -1.21 4.93 -3.09
O -0.42 4.02 -3.12
O -2.49 4.83 -2.70
C -2.90 3.51 -2.34
H -0.25 6.53 -5.97
H 1.49 6.37 -5.73
H 0.43 4.98 -5.48
H 0.48 7.54 -3.79
H 1.08 5.96 -3.27
H -2.22 3.09 -1.60
H -2.94 2.88 -3.22
H -3.89 3.61 -1.91
C -0.82 7.75 -0.86
C -1.70 7.03 0.14
O -0.96 6.60 1.30
C -0.71 7.54 2.20
O -1.07 8.69 2.16
O 0.00 6.99 3.19
C 0.38 7.90 4.22
H 0.03 7.12 -1.12
H -1.39 7.97 -1.76
H -0.44 8.68 -0.44
H -2.11 6.12 -0.29
H -2.54 7.66 0.46
H -0.48 8.43 4.61
H 1.12 8.61 3.85
H 0.83 7.30 5.01
*
```